C49H107I3O3 | ωB97M-V/def2-TZVPD

Positions of all 162 atoms, in Å:
C 2.47037 -3.56634 -0.45902
C 1.61415 -2.34366 -0.76660
I 1.31219 -2.31663 -2.89437
C 0.31509 -2.27081 0.03773
I -0.56226 -4.18892 0.48348
C -0.72989 -1.32138 -0.50976
O -1.54094 -1.85812 -1.54986
C -2.80936 -1.35774 -1.53576
O -3.06092 -0.25007 -1.91500
C -3.88646 -2.28443 -1.01617
C -3.76961 -3.76850 -1.35413
O -4.20610 -4.58637 -0.58810
I -2.89127 -4.47511 -3.18769
H 3.44976 -3.37372 -0.87871
H 2.09434 -4.44362 -0.95656
H 2.55398 -3.73179 0.60813
H 2.22603 -1.48969 -0.51789
H 0.58168 -1.87940 1.00965
H -1.37843 -1.05057 0.32060
H -0.23762 -0.40338 -0.81946
H -3.90245 -2.23058 0.06200
H -4.80940 -1.89708 -1.42151
C 5.23065 -2.81411 3.74415
C 3.77961 -3.28689 3.75192
C 2.78996 -2.20976 3.31448
C 2.72726 -0.96700 4.20054
C 2.37203 -1.23583 5.66054
C 0.99852 -1.88296 5.81046
H 5.39116 -1.99163 4.44243
H 5.89964 -3.62479 4.03478
H 5.52468 -2.47810 2.74760
H 3.51978 -3.65928 4.74616
H 3.68500 -4.13962 3.07383
H 1.78964 -2.64975 3.25394
H 3.04199 -1.89232 2.29529
H 1.97806 -0.28805 3.77908
H 3.67723 -0.42728 4.15485
H 2.38475 -0.28424 6.19876
H 3.12801 -1.86427 6.13862
H 0.21827 -1.25557 5.37335
H 0.75853 -2.02706 6.86540
H 0.96346 -2.86006 5.32609
C -2.82190 -0.11721 -5.89570
C -2.89349 1.18735 -5.11585
C -3.94079 2.16428 -5.64815
C -3.69909 2.65388 -7.07698
C -2.35279 3.33974 -7.30308
C -2.17115 4.60802 -6.47400
H -2.53893 0.02922 -6.93958
H -2.08061 -0.78055 -5.44544
H -3.78827 -0.62642 -5.87353
H -1.90929 1.66489 -5.09706
H -3.13543 0.95509 -4.07805
H -3.99859 3.02220 -4.97235
H -4.92489 1.68621 -5.60808
H -4.50068 3.34936 -7.34601
H -3.78812 1.81349 -7.77124
H -2.27030 3.59774 -8.36223
H -1.53448 2.64535 -7.09431
H -2.95490 5.33434 -6.69863
H -1.20957 5.07533 -6.69134
H -2.19848 4.39801 -5.40396
C -3.26669 -3.06493 5.92820
C -2.75696 -1.98429 6.87827
C -2.56726 -2.47878 8.31134
C -3.84342 -2.96144 9.00271
C -4.96664 -1.92804 9.07967
C -4.59805 -0.68525 9.88663
H -4.25002 -3.43309 6.22457
H -3.35778 -2.67253 4.91342
H -2.57872 -3.91234 5.89836
H -3.43750 -1.12759 6.85791
H -1.79626 -1.61870 6.50768
H -2.11126 -1.67924 8.90333
H -1.84254 -3.29933 8.30936
H -3.58749 -3.28204 10.01739
H -4.21842 -3.85371 8.49376
H -5.83746 -2.40010 9.54179
H -5.27852 -1.63223 8.07354
H -4.32559 -0.95144 10.90983
H -5.44355 0.00284 9.93214
H -3.76028 -0.14811 9.43900
C -5.63318 0.70261 1.42892
C -5.00276 0.08501 2.67469
C -6.02628 -0.39426 3.70327
C -6.91959 0.69945 4.29475
C -6.16969 1.84145 4.97987
C -5.33632 1.37366 6.16786
H -6.21536 1.59252 1.67051
H -4.86381 0.99993 0.71423
H -6.29314 -0.01212 0.93265
H -4.31324 0.80148 3.13012
H -4.39370 -0.77255 2.37151
H -5.49730 -0.90792 4.51190
H -6.66708 -1.15014 3.23870
H -7.59551 0.23473 5.01917
H -7.56097 1.11522 3.51269
H -6.89883 2.57938 5.32368
H -5.52687 2.36073 4.26372
H -5.96462 0.88888 6.91868
H -4.83819 2.22059 6.64333
H -4.56296 0.66692 5.86141
C 3.62133 -2.35331 -10.21325
C 4.19541 -1.31480 -9.25343
C 4.51927 -1.87803 -7.87105
C 3.31688 -2.42092 -7.09836
C 2.19076 -1.41374 -6.87276
C 2.61490 -0.20762 -6.03958
H 2.67362 -2.75581 -9.85307
H 3.43659 -1.90989 -11.19265
H 4.31668 -3.18431 -10.34756
H 3.50341 -0.47212 -9.16988
H 5.11538 -0.91071 -9.68508
H 5.01271 -1.10057 -7.27986
H 5.25419 -2.68226 -7.97891
H 3.66515 -2.78650 -6.12690
H 2.91210 -3.29408 -7.61771
H 1.36962 -1.92429 -6.36006
H 1.78594 -1.07475 -7.83015
H 2.98015 -0.52593 -5.06155
H 1.76892 0.46290 -5.88031
H 3.40256 0.36785 -6.52881
C -0.31932 5.01683 10.05386
C -1.02063 4.87669 8.70548
C -2.06092 3.75827 8.67587
C -1.50482 2.35430 8.91635
C -0.41415 1.91683 7.94013
C -0.89289 1.85264 6.49337
H 0.23733 4.11581 10.31525
H 0.39047 5.84482 10.03325
H -1.04146 5.21425 10.84847
H -0.27587 4.72374 7.91960
H -1.52085 5.81967 8.47054
H -2.58149 3.78541 7.71409
H -2.82361 3.96270 9.43375
H -2.33382 1.64069 8.86374
H -1.11562 2.28432 9.93592
H -0.06206 0.92511 8.23852
H 0.45132 2.58128 8.01199
H -1.73124 1.15834 6.39545
H -0.08927 1.50545 5.84055
H -1.21294 2.82982 6.12867
C 8.32858 -0.09199 -9.18881
C 8.17884 1.30325 -8.58920
C 6.98959 2.07853 -9.15437
C 7.05640 2.35793 -10.65635
C 8.29423 3.12755 -11.11427
C 8.40134 4.52243 -10.50447
H 8.51113 -0.05333 -10.26363
H 9.16846 -0.61695 -8.73162
H 7.42719 -0.68319 -9.01335
H 9.10521 1.86594 -8.73327
H 8.04587 1.20865 -7.50825
H 6.89265 3.02238 -8.61058
H 6.07118 1.51904 -8.94749
H 6.16268 2.92062 -10.94369
H 7.00371 1.41397 -11.20632
H 8.25859 3.22187 -12.20262
H 9.19969 2.55812 -10.88780
H 7.52536 5.12399 -10.75505
H 9.28297 5.04112 -10.88339
H 8.48711 4.48289 -9.41772

Properties
* Kohn-Sham gap: 9.6399 eV
* energy: -82994.623 eV
* HOMO energy: -9.5 eV